Computed, not measured: C38H57O13PSSi2 as an isolated structure in a non-equilibrium geometry, with ωB97M-V/def2-TZVPD.

Geometry as XYZ:
```
112
Properties=species:S:1:pos:R:3:mulliken_charge:R:1
C 1.938 0.318 2.870 -0.51
C 1.857 -0.655 1.745 -0.24
Si 0.239 -1.188 0.823 0.46
C 0.652 -1.214 -1.058 -0.67
C 0.178 0.115 -1.894 0.58
C -0.012 1.631 -1.300 -0.17
C -0.523 2.945 -2.182 -0.31
C -0.870 2.736 -3.772 0.64
C -1.420 4.033 -4.610 -0.80
C -0.640 1.224 -4.407 -0.46
C -0.125 -0.088 -3.519 -0.61
O -1.149 -0.154 1.126 -0.08
Si -2.058 -0.649 2.547 0.20
C -1.003 -0.842 4.154 0.00
C -0.691 0.360 5.026 -0.56
C -3.150 -2.249 2.224 -0.23
C -3.111 -3.459 3.138 -0.43
P -3.523 1.000 2.924 0.08
S -4.816 0.573 4.317 -0.41
H 2.265 -0.116 3.926 0.28
H 1.623 1.448 2.707 0.21
H 2.882 -1.128 1.359 0.28
H -0.058 -2.579 1.207 -0.25
H 0.118 -2.157 -1.545 0.32
H 1.802 -1.344 -1.233 0.26
H 0.185 1.851 -0.147 0.09
H -0.624 3.997 -1.640 -0.19
H -0.684 4.456 -5.416 0.23
H -1.646 4.890 -3.817 0.18
H -2.480 3.740 -5.065 0.29
H -0.867 1.098 -5.555 0.23
H -0.007 -1.140 -4.026 0.23
H -0.590 -1.889 4.543 0.22
H -1.516 1.095 5.437 0.24
H 0.433 0.556 5.296 0.05
H -3.882 -2.226 1.285 0.23
H -2.145 -4.118 3.106 0.23
H -4.031 -3.605 3.849 0.22
H -2.749 2.216 3.187 0.05
H -4.222 1.214 1.658 0.11
O 4.077 0.246 -3.146 -0.62
C 4.013 1.160 -3.952 0.33
O 5.070 1.612 -4.688 -0.35
C 4.662 2.754 -5.440 0.03
C 3.163 2.649 -5.542 -0.72
C 2.790 1.975 -4.245 0.82
H 4.979 3.656 -4.906 0.20
H 5.140 2.738 -6.424 -0.03
H 2.672 3.614 -5.690 0.38
H 2.893 1.999 -6.384 0.29
H 2.641 2.698 -3.439 0.17
H 1.910 1.338 -4.362 -0.53
O -3.241 -6.457 2.133 -0.57
C -4.310 -6.539 1.551 0.46
O -4.989 -5.473 1.035 -0.29
C -6.245 -5.920 0.525 -0.42
C -6.067 -7.393 0.265 -0.60
C -5.089 -7.802 1.338 -0.29
H -7.017 -5.721 1.275 0.28
H -6.488 -5.371 -0.389 0.32
H -7.006 -7.952 0.294 0.33
H -5.613 -7.544 -0.722 0.28
H -5.595 -8.071 2.269 0.23
H -4.440 -8.613 1.001 0.31
O -1.617 3.263 5.045 -0.56
C -0.699 3.636 5.758 0.43
O 0.314 2.830 6.193 -0.30
C 1.144 3.565 7.091 -0.50
C 0.902 5.015 6.760 -0.52
C -0.540 5.016 6.319 -0.32
H 0.853 3.319 8.117 0.28
H 2.190 3.282 6.941 0.34
H 1.104 5.687 7.598 0.33
H 1.542 5.316 5.922 0.26
H -1.224 5.139 7.164 0.27
H -0.726 5.776 5.556 0.27
O -4.583 -11.768 4.503 -0.60
C -3.965 -10.728 4.658 0.50
O -4.546 -9.502 4.811 -0.36
C -3.527 -8.504 4.859 -0.07
C -2.275 -9.233 5.272 -0.58
C -2.472 -10.598 4.664 -0.36
H -3.436 -8.051 3.866 -0.01
H -3.804 -7.728 5.578 0.32
H -1.359 -8.735 4.943 0.32
H -2.240 -9.319 6.365 0.28
H -2.105 -10.642 3.634 0.24
H -2.010 -11.379 5.273 0.29
O 0.366 7.620 2.567 -0.62
C 0.041 7.457 1.403 0.53
O 0.919 7.228 0.383 -0.35
C 0.205 7.196 -0.852 -0.44
C -1.219 6.874 -0.479 -0.26
C -1.360 7.522 0.875 -0.46
H 0.297 8.174 -1.335 0.29
H 0.637 6.434 -1.508 0.32
H -1.947 7.230 -1.213 0.38
H -1.341 5.789 -0.381 0.07
H -1.663 8.570 0.795 0.27
H -2.049 6.967 1.515 0.29
O 6.218 3.776 -8.773 -0.59
C 7.044 2.911 -9.013 0.51
O 7.405 2.519 -10.270 -0.35
C 8.306 1.417 -10.176 -0.39
C 8.900 1.505 -8.794 -0.58
C 7.771 2.095 -7.987 -0.34
H 7.743 0.491 -10.328 0.25
H 9.070 1.499 -10.954 0.31
H 9.252 0.543 -8.415 0.32
H 9.749 2.199 -8.799 0.28
H 7.099 1.323 -7.602 0.25
H 8.144 2.724 -7.176 0.32
```

Calculated values
- lowest unoccupied orbital energy (eV) = -0.30
- molecular weight (g mol⁻¹) = 841.074
- HOMO (eV) = -7.37
- gap between HOMO and LUMO (Ha) = 0.260
- 2S+1 = 1

=====

Computed, not measured: a 3-piece molecular cluster, C18H32F7O9P overall in a non-equilibrium geometry, with ωB97M-V/def2-TZVPD.

Geometry as XYZ:
```
67
Properties=species:S:1:pos:R:3:mulliken_charge:R:1
C 5.709 1.224 -0.102 -0.68
O 5.105 -0.030 -0.418 -0.35
C 4.039 0.169 -1.351 -0.53
C 3.195 -1.147 -1.469 -0.40
C 2.269 -1.135 -2.753 -0.53
C 1.074 -2.167 -2.588 -1.14
C -0.052 -1.589 -1.643 0.52
C -0.993 -0.563 -2.412 -1.03
C -1.196 0.781 -1.610 -0.36
C -2.604 0.931 -0.923 -0.44
C -2.945 -0.176 0.135 -0.43
O -2.655 0.183 1.508 -0.39
P -1.138 -0.255 1.981 1.03
O -0.652 -1.587 1.477 -0.59
O -1.234 -0.352 3.652 -0.53
O 0.040 0.934 1.656 -0.21
F 1.223 0.286 1.252 -0.03
H 5.549 1.969 -0.918 0.33
H 5.301 1.673 0.847 0.23
H 6.805 1.068 0.063 0.24
H 4.490 0.464 -2.335 0.33
H 3.383 1.001 -0.991 0.33
H 3.869 -2.036 -1.576 0.30
H 2.517 -1.272 -0.593 0.12
H 1.808 -0.123 -2.898 0.32
H 2.853 -1.452 -3.653 0.38
H 1.514 -3.047 -2.048 0.37
H 0.688 -2.540 -3.564 0.38
H 0.462 -1.050 -0.812 -0.44
H -0.719 -2.396 -1.246 0.41
H -0.452 -0.285 -3.358 0.45
H -1.956 -1.025 -2.745 0.35
H -1.103 1.615 -2.358 0.34
H -0.393 0.968 -0.852 0.24
H -2.699 1.964 -0.510 0.37
H -3.371 0.834 -1.743 0.20
H -2.487 -1.134 -0.205 0.27
H -4.055 -0.334 0.092 0.32
H -0.394 -0.678 4.004 0.32
C 0.398 -3.111 5.047 -0.97
C 0.407 -4.209 6.089 -0.43
O 1.713 -4.352 6.668 -0.31
C 2.004 -3.505 7.660 0.36
O 1.266 -2.665 8.077 -0.51
C 3.395 -3.800 8.213 0.87
F 4.290 -4.012 7.242 -0.25
F 3.391 -4.894 8.985 -0.25
F 3.862 -2.799 8.957 -0.24
H 1.169 -3.288 4.294 0.34
H -0.573 -3.057 4.552 0.43
H 0.612 -2.139 5.500 0.28
H 0.171 -5.164 5.620 0.34
H -0.343 -4.035 6.862 0.35
C -3.037 5.445 -6.127 -1.10
C -3.318 5.717 -4.663 -0.22
O -4.262 4.768 -4.142 -0.33
C -3.754 3.597 -3.753 0.33
O -2.599 3.301 -3.813 -0.48
C -4.855 2.711 -3.179 0.96
F -5.966 2.732 -3.922 -0.26
F -5.208 3.101 -1.948 -0.28
F -4.477 1.431 -3.086 -0.32
H -3.966 5.427 -6.699 0.31
H -2.382 6.213 -6.541 0.37
H -2.558 4.474 -6.261 0.31
H -3.775 6.701 -4.551 0.33
H -2.402 5.717 -4.071 0.31
```

Calculated values
- lowest unoccupied orbital energy (eV) = -0.27
- molecular weight (g mol⁻¹) = 556.405
- HOMO (eV) = -9.61
- structure (SMILES) = COCCCCCCCCCO[P@](=O)(O)OF.CCOC(=O)C(F)(F)F.CCOC(=O)C(F)(F)F
- gap between HOMO and LUMO (Ha) = 0.343
- 2S+1 = 1

=====

Computed, not measured: C24H37BCuN6 as an isolated structure in a non-equilibrium geometry, with ωB97M-V/def2-TZVPD.

Geometry as XYZ:
```
69
Properties=species:S:1:pos:R:3:mulliken_charge:R:1
Cu 6.033 -17.005 4.677 -0.74
C 5.211 -16.658 1.511 -1.55
C 6.642 -16.307 1.090 0.88
C 6.890 -14.811 0.751 -1.11
C 7.700 -16.732 2.100 0.18
C 9.085 -16.835 1.735 -1.02
C 9.711 -17.381 2.871 -0.34
N 8.803 -17.484 3.880 0.22
N 7.518 -17.160 3.422 -0.10
B 9.190 -17.425 5.404 -0.03
N 8.128 -18.027 6.337 0.67
C 8.409 -18.915 7.362 -0.27
C 7.291 -19.615 7.736 -1.39
C 6.278 -19.127 6.793 0.66
N 6.834 -18.263 5.948 -0.46
C 4.845 -19.496 6.760 0.41
C 4.077 -18.597 7.730 -1.30
C 4.180 -19.402 5.339 -1.39
N 9.391 -15.860 5.857 0.62
C 10.258 -15.404 6.831 -0.68
C 10.117 -14.059 6.951 -0.87
C 9.088 -13.738 6.021 -0.33
N 8.707 -14.825 5.338 -0.32
C 8.491 -12.417 5.730 1.55
C 9.486 -11.330 6.202 -1.76
C 8.050 -12.428 4.269 -1.23
H 4.599 -16.827 0.658 0.53
H 4.800 -15.952 2.212 0.09
H 5.160 -17.600 2.069 0.22
H 6.874 -16.865 0.157 0.36
H 6.912 -14.275 1.715 0.05
H 6.072 -14.431 0.178 0.43
H 7.871 -14.672 0.293 0.38
H 9.505 -16.325 0.864 0.30
H 10.714 -17.577 3.138 0.51
H 10.216 -17.985 5.555 -0.16
H 9.436 -18.962 7.760 0.39
H 7.177 -20.421 8.416 0.50
H 4.799 -20.563 6.992 0.37
H 3.988 -17.549 7.400 0.22
H 4.529 -18.646 8.732 0.37
H 3.076 -18.996 7.895 0.42
H 4.193 -18.318 4.974 -0.01
H 3.174 -19.790 5.331 0.46
H 4.808 -20.011 4.719 0.40
H 10.914 -16.104 7.336 0.41
H 10.676 -13.336 7.508 0.47
H 7.619 -12.465 6.418 0.04
H 10.522 -11.474 5.854 0.37
H 9.330 -11.183 7.301 0.34
H 9.196 -10.399 5.692 0.45
H 8.914 -12.390 3.606 0.36
H 7.456 -11.559 4.003 0.38
H 7.570 -13.411 4.004 0.06
C 3.777 -12.758 4.431 -1.41
C 2.783 -13.944 4.682 2.11
C 1.615 -13.895 3.655 -1.75
C 2.318 -13.959 6.134 -1.62
C 3.618 -15.092 4.627 1.99
C 4.569 -15.920 4.593 -1.65
H 3.236 -11.806 4.229 0.39
H 4.336 -13.059 3.576 0.35
H 4.539 -12.732 5.231 0.29
H 0.932 -13.125 3.856 0.44
H 1.137 -14.816 3.635 0.44
H 1.983 -13.665 2.605 0.32
H 1.736 -13.010 6.401 0.34
H 3.176 -13.924 6.791 0.38
H 1.698 -14.792 6.448 0.36
```

Calculated values
- lowest unoccupied orbital energy (alpha / beta) (eV) = 0.74 / -1.88
- molecular weight (g mol⁻¹) = 483.960
- HOMO (alpha / beta) (eV) = -8.02 / -8.02
- expectation value of S² = 0.77
- gap between HOMO and LUMO (alpha / beta) (Ha) = 0.322 / 0.226
- 2S+1 = 2